Computed, not measured: 2 unconnected molecules or ions with the total composition C5H11P at a distorted geometry, with ωB97M-V/def2-TZVPD.

Computed properties:
HOMO energy   -8.819 eV
Structure (SMILES)   C/C=P\C.C=C
Orbital gap   9.5 eV
F_max   3.03 eV Å⁻¹

```
! wB97M-V def2-TZVPD RIJCOSX def2/J DEFGRID3
* xyz 0 1
C 2.853 2.159 -3.011
C -2.434 -0.255 1.009
C 2.585 0.924 -2.646
C 0.282 -0.820 1.398
C -2.710 -1.297 2.036
P -0.925 0.241 0.407
H 2.059 2.711 -3.523
H 3.677 2.676 -2.644
H 3.298 0.416 -2.096
H -3.369 0.033 0.513
H 1.645 0.524 -2.995
H 0.260 -0.321 2.462
H -0.231 -1.792 1.392
H 1.319 -0.782 1.091
H -1.956 -2.027 1.842
H -2.597 -0.708 2.950
H -3.754 -1.682 1.813
*
```

=====

Computed, not measured: 3 unconnected molecules or ions with the total composition C16H26NO3, with ωB97M-V/def2-TZVPD.

Computed properties:
HOMO energy   -1.497 eV
Orbital gap   4.0 eV
F_max   0.83 eV Å⁻¹

```
! wB97M-V def2-TZVPD RIJCOSX def2/J DEFGRID3
* xyz -1 1
C 4.590 2.980 1.450
C 3.115 3.278 1.628
C 2.203 2.988 0.620
C 0.842 3.252 0.781
C 0.387 3.814 1.963
C -1.119 4.056 2.179
N -1.946 3.692 1.062
O -2.972 2.755 1.587
C 1.297 4.125 2.972
C 2.654 3.858 2.809
H 4.756 2.064 0.889
H 5.049 2.856 2.428
H 5.064 3.813 0.934
H 2.515 2.518 -0.304
H 0.133 3.010 0.007
H -1.242 5.115 2.483
H -1.393 3.431 3.037
H -2.615 1.881 1.402
H 0.944 4.562 3.896
H 3.330 4.080 3.625
C 0.065 -0.555 0.639
C 0.120 -1.671 -0.402
C 1.458 -1.392 -1.074
O 2.305 -0.811 -0.080
C 1.519 -0.453 1.066
H -0.606 -0.763 1.471
H -0.253 0.381 0.172
H 0.141 -2.646 0.090
H -0.710 -1.666 -1.099
H 1.345 -0.674 -1.894
H 1.932 -2.295 -1.467
H 1.749 -1.158 1.875
H 1.784 0.552 1.391
C -2.939 -5.138 -3.332
C -3.693 -3.817 -3.212
C -3.135 -3.261 -1.909
O -1.792 -3.742 -1.808
C -1.570 -4.761 -2.783
H -2.894 -5.530 -4.347
H -3.405 -5.894 -2.695
H -3.431 -3.160 -4.045
H -4.776 -3.927 -3.193
H -3.701 -3.626 -1.045
H -3.128 -2.171 -1.880
H -0.926 -4.353 -3.571
H -1.053 -5.599 -2.314
*
```

=====

Computed, not measured: 2 unconnected molecules or ions with the total composition C8H17IN at a distorted geometry, with ωB97M-V/def2-TZVPD.

Computed properties:
HOMO energy (alpha / beta)   -12.241 / -11.894 eV
Orbital gap (alpha / beta)   9.1 / 7.3 eV
F_max   4.66 eV Å⁻¹

```
! wB97M-V def2-TZVPD RIJCOSX def2/J DEFGRID3
* xyz 1 1
C 0.354 0.606 -1.055
C -0.515 0.767 0.234
C 0.601 0.164 1.068
C 0.520 1.843 -1.962
C -1.787 -0.121 0.152
C -0.841 2.110 0.696
C 0.357 -3.260 1.928
C 2.345 -1.074 -0.480
N 1.513 0.137 -0.136
I 1.003 0.219 3.057
H 0.057 -0.326 -1.511
H -0.264 1.908 -2.717
H 1.413 1.785 -2.548
H 0.286 2.610 -1.229
H -1.720 -1.205 -0.295
H -2.583 0.474 -0.306
H -2.026 -0.364 1.229
H -1.306 2.159 1.598
H -1.318 2.728 -0.141
H -0.024 2.682 0.800
H -0.211 -3.510 1.001
H 1.079 -2.557 1.938
H 0.047 -3.766 2.850
H 2.083 -1.909 0.222
H 2.196 -1.447 -1.512
H 3.416 -0.985 -0.339
H 2.105 1.082 -0.048
*
```

=====

Computed, not measured: a molecular structure, C18H35N2RhS at a distorted geometry, with ωB97M-V/def2-TZVPD.

Computed properties:
⟨S²⟩   6.013
HOMO energy (alpha / beta)   -12.625 / -15.955 eV
Orbital gap (alpha / beta)   5.4 / 7.5 eV
F_max   10.39 eV Å⁻¹

```
! wB97M-V def2-TZVPD RIJCOSX def2/J DEFGRID3
* xyz 2 5
C -0.364 -2.408 -0.541
H -0.508 -3.347 -0.002
H -1.114 -1.642 -0.248
H 1.512 -2.918 -0.322
C -0.226 -2.412 -2.079
H -0.280 -1.373 -2.455
H 0.776 -2.767 -2.339
C -1.233 -3.273 -2.823
H -0.852 -3.458 -3.845
H -1.346 -4.229 -2.287
H -2.209 -2.754 -2.892
C -0.911 3.149 -1.281
C -1.207 2.418 -2.527
C -2.520 1.800 -2.379
C -3.041 2.123 -1.061
C -2.061 2.965 -0.371
C -2.093 3.355 1.069
C -4.300 1.543 -0.483
C -3.198 0.891 -3.370
C -0.267 2.226 -3.679
C 0.394 3.763 -0.913
Rh -1.228 1.225 -0.902
H -4.211 1.487 0.606
H -5.180 2.142 -0.741
H -4.441 0.532 -0.883
H -2.957 2.889 1.543
H -1.178 3.003 1.553
H -2.150 4.436 1.201
H 1.166 3.384 -1.583
H 0.379 4.851 -0.982
H 0.631 3.495 0.119
H -0.618 1.393 -4.293
H -0.212 3.121 -4.307
H 0.738 2.007 -3.302
H -3.601 0.012 -2.849
H -4.034 1.409 -3.862
H -2.485 0.559 -4.135
C 3.817 0.741 3.412
C 2.391 0.279 3.186
N 2.228 -0.227 1.806
C 1.721 -1.424 1.524
S 1.337 -1.555 -0.166
N 1.731 -2.449 2.407
C 3.063 -2.916 2.930
C 2.865 -4.072 3.882
H 4.535 0.128 2.851
H 4.050 0.673 4.477
H 3.917 1.787 3.105
H 2.082 -0.531 3.850
H 1.685 1.114 3.277
H 2.179 0.453 1.031
H 1.084 -3.211 2.182
H 3.706 -3.219 2.088
H 3.534 -2.058 3.415
H 2.299 -4.892 3.427
H 3.850 -4.461 4.164
H 2.358 -3.753 4.799
*
```